No. 1
# C2H5N3S

One molecule with the formula C2H5N3S in a non-equilibrium geometry (ωB97M-V/def2-TZVPD, the OMol25 dataset).

The relative energy (zero: lowest compared OMol25 entry of this formula, charge and spin) is 345.8 kJ/mol. For the gap between HOMO and LUMO, the calculation gives 8.8 eV. Its largest force on an atom is 3.76 eV Å⁻¹.

The geometry in ORCA input format:
```
! wB97M-V def2-TZVPD RIJCOSX def2/J DEFGRID3
* xyz 0 1
H -3.03 0.29 0.41
C 1.50 -0.35 0.26
H 1.25 -1.01 1.14
N -1.49 1.38 -0.09
N -0.32 1.34 -0.45
H 2.16 0.46 0.63
N -2.03 0.31 0.31
S -1.11 -1.15 0.32
H 2.30 -0.89 -0.43
H 0.44 -0.42 -1.58
C 0.30 0.04 -0.52
*
```

These are the natural (NBO) partial charges, in e, on atoms 1 to 2: H 0.409; C -0.674

No. 2
# C2H5N3S

One molecule with the formula C2H5N3S in a non-equilibrium geometry (ωB97M-V/def2-TZVPD, the OMol25 dataset).

The relative energy (zero: lowest compared OMol25 entry of this formula, charge and spin) is 319.9 kJ/mol. For the gap between HOMO and LUMO, the calculation gives 8.0 eV. Its largest force on an atom is 5.56 eV Å⁻¹.

The geometry in ORCA input format:
```
! wB97M-V def2-TZVPD RIJCOSX def2/J DEFGRID3
* xyz 0 1
C -1.60 0.68 0.10
S 2.97 0.08 -0.03
H -1.94 0.73 1.07
N 1.62 1.11 -0.11
H -0.84 -1.29 -0.11
N -0.56 -0.24 -0.13
N 1.70 -1.07 0.15
H -2.35 0.39 -0.54
H 1.50 -1.97 -0.39
H -1.26 1.66 -0.11
C 0.77 -0.07 0.11
*
```

These are the natural (NBO) partial charges, in e, on atoms 1 to 2: C -0.392; S 0.584

No. 3
# C2H5N3S

One molecule with the formula C2H5N3S in a non-equilibrium geometry (ωB97M-V/def2-TZVPD, the OMol25 dataset).

The relative energy (zero: lowest compared OMol25 entry of this formula, charge and spin) is 175.5 kJ/mol. For the gap between HOMO and LUMO, the calculation gives 9.4 eV. Its largest force on an atom is 1.78 eV Å⁻¹.

The geometry in ORCA input format:
```
! wB97M-V def2-TZVPD RIJCOSX def2/J DEFGRID3
* xyz 0 1
H 2.64 0.95 -0.41
S 2.08 -1.27 0.17
N -0.49 0.43 0.61
N 0.65 0.98 0.08
C -1.24 -0.37 -0.25
C 1.82 0.32 -0.09
H -0.34 -0.01 1.52
H 0.65 1.98 -0.05
H -1.10 -0.13 -1.26
N -2.09 -1.18 0.23
H -2.58 -1.69 -0.54
*
```

These are the natural (NBO) partial charges, in e, on atoms 1 to 2: H 0.201; S -0.119

No. 4
# C2H5N3S

One molecule with the formula C2H5N3S in a non-equilibrium geometry (ωB97M-V/def2-TZVPD, the OMol25 dataset).

The relative energy (zero: lowest compared OMol25 entry of this formula, charge and spin) is 327.3 kJ/mol. For the gap between HOMO and LUMO, the calculation gives 9.1 eV. Its largest force on an atom is 3.99 eV Å⁻¹.

The geometry in ORCA input format:
```
! wB97M-V def2-TZVPD RIJCOSX def2/J DEFGRID3
* xyz 0 1
H 2.53 -0.44 -0.15
N -1.64 -1.36 -1.21
H -2.63 -1.03 -1.39
N 1.60 0.98 0.95
H -1.52 0.67 -0.37
N 0.40 -0.71 -0.49
H 0.28 2.24 2.79
S -0.01 1.71 1.30
H 0.50 -1.73 -0.67
C -1.02 -0.36 -0.75
C 1.50 0.04 -0.01
*
```

These are the natural (NBO) partial charges, in e, on atoms 1 to 2: H 0.203; N -0.669

No. 5
# C2H5N3S

One molecule with the formula C2H5N3S in a non-equilibrium geometry (ωB97M-V/def2-TZVPD, the OMol25 dataset).

The relative energy (zero: lowest compared OMol25 entry of this formula, charge and spin) is 316.4 kJ/mol. For the gap between HOMO and LUMO, the calculation gives 8.9 eV. Its largest force on an atom is 2.62 eV Å⁻¹.

The geometry in ORCA input format:
```
! wB97M-V def2-TZVPD RIJCOSX def2/J DEFGRID3
* xyz 0 1
H 1.00 -1.98 -0.25
H -1.06 -1.14 -0.97
H -0.32 0.10 -1.98
N 0.32 0.52 1.29
S -1.76 1.29 -0.08
C -0.62 -0.04 -0.88
H -0.90 1.76 2.26
C -0.74 1.18 1.39
H 2.14 -0.72 -0.75
N 0.50 0.01 0.02
N 1.46 -1.00 -0.07
*
```

These are the natural (NBO) partial charges, in e, on atoms 1 to 2: H 0.339; H 0.166

No. 6
# C2H5N3S2

One molecule with the formula C2H5N3S2 (ωB97M-V/def2-TZVPD, the OMol25 dataset).

The relative energy (zero: lowest compared OMol25 entry of this formula, charge and spin) is 139.9 kJ/mol. For the gap between HOMO and LUMO, the calculation gives 9.0 eV. Its largest force on an atom is 0.89 eV Å⁻¹.

The geometry in ORCA input format:
```
! wB97M-V def2-TZVPD RIJCOSX def2/J DEFGRID3
* xyz 0 1
H -1.51 -1.91 -0.82
H -2.58 0.63 0.10
N -2.28 -1.27 -0.58
C -1.86 -0.16 -0.11
S 2.09 -0.18 -0.35
H -0.52 -2.00 1.22
H 1.06 -2.50 0.72
N -0.53 0.26 0.16
H 0.07 2.13 -1.03
N 0.29 -1.85 0.63
S -0.28 1.96 0.22
C 0.57 -0.61 0.17
*
```

These are the natural (NBO) partial charges, in e, on atoms 1 to 2: H 0.346; H 0.190